# C32H47N3O2PSSiTa

C32H47N3O2PSSiTa as an isolated structure at a distorted geometry (ωB97M-V with the def2-TZVPD basis set, the Open Molecules 2025 dataset).

```
88
Properties=species:S:1:pos:R:3:lowdin_charge:R:1
Ta -0.8784 -0.4410 -0.4030 1.650
S -1.6076 1.1558 -2.0183 0.750
P 2.6526 -0.5389 2.2734 1.137
Si -4.7316 1.6813 -3.9713 0.527
O -0.5382 -2.2567 -0.7850 -0.255
O -0.7260 -4.4175 -0.3315 0.158
N -2.9600 -0.7039 -0.9473 -0.184
N 0.2866 0.7464 0.5929 -0.136
N 1.1309 -2.6403 -2.8598 0.033
C -5.3147 -0.5473 -2.2501 -0.016
C -1.0468 1.3574 2.4111 -0.220
C -4.3321 0.3903 -2.5905 -0.189
C -1.3765 2.1003 3.5271 0.019
C -3.1449 0.2449 -1.8917 -0.631
C 3.4733 -0.8559 -0.4360 -0.025
C -4.7922 0.6966 -5.5492 -0.161
C 3.5692 -0.4283 -1.7743 -0.238
C -3.9039 -1.6177 -0.6683 -0.074
C -0.8496 3.9177 5.1843 -0.027
C -0.2854 -3.5751 -1.0464 -0.514
C 4.4158 -1.0369 2.5946 -0.560
C 4.9457 -2.4055 2.1509 -0.098
C 2.4667 -0.4577 0.4208 -0.264
C -6.3923 2.3840 -3.5139 -0.163
C 1.5893 0.8808 -1.4510 -0.074
C 1.7334 -2.0203 2.9442 -0.542
C 0.6352 3.3471 3.2173 0.033
C 1.4487 0.3880 -0.1429 -0.385
C -3.4340 3.0176 -4.0279 -0.200
C 0.9907 2.6177 2.0886 -0.189
C 4.7019 -0.8904 -2.6419 -0.017
C 0.7527 -1.5553 4.0229 -0.111
C -0.5208 3.1071 3.9631 -0.229
C 2.2152 3.0016 1.3029 -0.013
C 2.6280 0.4632 -2.2615 -0.014
C 0.5041 -3.8313 -2.3174 -0.151
C 1.0435 -2.9170 1.9321 -0.113
C -5.1145 -1.5571 -1.3132 -0.007
C 5.3789 0.1006 2.2499 -0.116
C 0.1376 1.5893 1.7169 -0.216
C -1.9566 0.3219 1.8182 -0.064
H -0.2188 -4.2457 -3.0234 0.142
H 1.0338 -2.6007 -3.8654 0.088
H 0.9180 1.6536 -1.8046 0.074
H -2.4736 2.6607 -4.4031 0.019
H 5.2500 -1.7157 -2.1914 0.089
H -2.8871 0.1503 2.3590 0.129
H 0.7656 -3.8663 2.3913 0.101
H -2.3010 0.6788 0.8185 0.059
H 1.6531 -3.1256 1.0508 0.074
H -3.6566 -2.3804 0.0590 0.135
H 5.7402 -2.7145 2.8311 0.092
H -2.2994 1.9038 4.0618 0.135
H 6.3782 -0.1277 2.6227 0.089
H -1.8121 4.4174 5.0725 0.093
H 2.9213 2.1728 1.2196 0.057
H -5.8863 -2.2795 -1.0909 0.128
H -0.0927 4.6761 5.3708 0.084
H 5.0610 1.0431 2.6961 0.072
H 5.3955 -2.3769 1.1588 0.064
H 2.5147 -2.6012 3.4373 0.097
H -7.1845 1.6337 -3.5339 0.037
H 5.4061 -0.0714 -2.8019 0.104
H 5.4623 0.2464 1.1713 0.068
H -6.6646 3.1569 -4.2359 0.048
H 2.1181 -2.6220 -2.6456 0.067
H -3.8228 0.2629 -5.8004 0.040
H 1.2878 4.1555 3.5241 0.129
H -1.4734 -0.6968 1.8109 0.081
H 1.1941 -4.6470 -2.0940 0.139
H 4.3461 -1.0672 3.6908 0.106
H -0.0285 -0.9170 3.5999 0.049
H -6.3855 2.8480 -2.5263 0.045
H -3.7781 3.7932 -4.7161 0.049
H 2.7077 0.8496 -3.2694 0.135
H -6.2760 -0.4959 -2.7486 0.121
H -3.2822 3.4983 -3.0593 0.030
H -5.0890 1.3448 -6.3765 0.048
H 4.3452 -1.1967 -3.6258 0.093
H -5.5210 -0.1143 -5.4915 0.040
H -0.9144 3.2790 6.0657 0.094
H 4.2510 -1.5017 -0.0615 0.087
H 1.2493 -0.9690 4.7960 0.081
H 0.2738 -2.4130 4.4989 0.090
H 1.9560 3.3317 0.2940 0.093
H 4.1870 -3.1875 2.1575 0.069
H 0.1080 -2.4610 1.5925 0.034
H 2.7297 3.8228 1.7956 0.091
```

- Net charge: +2
- Multiplicity: 1
- Gap between HOMO and LUMO: 5.91 eV
- Relative energy (zero: lowest compared OMol25 entry of this formula, charge and spin): 69.0 kcal per mole
- Electronic energy: -72054.5519 eV